No. 1
{
  "formula": "C45H36N7O5STeTl",
  "method": "ωB97M-V with the def2-TZVPD basis set",
  "gap_ha": 0.151,
  "relative_energy_kcal_mol": 7.5,
  "charge": -2,
  "energy_ev": -90737.8275,
  "homo_ev": -0.8995,
  "lumo_ev": 3.21,
  "elements": ["Tl", "O", "C", "C", "C", "C", "C", "C", "C", "O", "N", "N", "C", "C", "C", "C", "C", "C", "C", "O", "H", "H", "H", "H", "H", "H", "H", "H", "H", "H", "O", "C", "C", "C", "C", "C", "C", "C", "O", "N", "N", "C", "C", "C", "C", "C", "C", "N", "H", "H", "H", "H", "H", "H", "H", "H", "H", "H", "C", "Te", "C", "C", "C", "C", "C", "C", "C", "H", "H", "H", "H", "H", "H", "H", "H", "S", "C", "C", "C", "N", "C", "C", "C", "C", "C", "N", "C", "C", "H", "H", "H", "H", "H", "H", "H", "H"],
  "coordinates": [[-0.49, -0.22, -0.10], [-5.65, -0.02, 2.87], [-5.44, -1.35, 2.63], [-6.55, -2.19, 2.50], [-6.33, -3.53, 2.30], [-5.06, -4.06, 2.30], [-3.90, -3.22, 2.40], [-4.12, -1.87, 2.50], [-2.92, -1.01, 2.42], [-1.86, -1.46, 1.94], [-3.11, 0.24, 2.95], [-1.96, 0.82, 3.01], [-1.86, 2.06, 3.50], [-0.61, 2.73, 3.54], [-0.55, 3.80, 4.43], [0.67, 4.43, 4.58], [1.84, 3.97, 3.90], [1.77, 2.92, 3.00], [0.51, 2.34, 2.65], [0.40, 1.67, 1.58], [-4.73, 0.33, 3.05], [-7.54, -1.71, 2.62], [-7.12, -4.27, 2.26], [-4.90, -5.13, 2.33], [-2.88, -3.61, 2.37], [-2.83, 2.54, 3.88], [-1.48, 4.10, 4.96], [0.76, 5.26, 5.25], [2.76, 4.48, 4.22], [2.66, 2.59, 2.48], [5.33, -0.57, -3.26], [5.27, 0.59, -2.55], [6.40, 1.39, -2.56], [6.39, 2.61, -1.87], [5.21, 2.99, -1.26], [4.04, 2.26, -1.22], [4.02, 1.07, -1.97], [2.75, 0.30, -2.02], [1.72, 0.76, -1.45], [2.84, -0.88, -2.71], [1.68, -1.54, -2.63], [1.49, -2.49, -3.51], [0.29, -3.32, -3.51], [0.11, -4.30, -4.55], [-1.05, -5.11, -4.56], [-1.93, -4.90, -3.52], [-1.69, -3.95, -2.51], [-0.63, -3.19, -2.52], [4.41, -0.94, -3.14], [7.27, 1.06, -3.10], [7.32, 3.22, -1.82], [5.23, 3.95, -0.75], [3.15, 2.59, -0.68], [2.14, -2.68, -4.38], [0.94, -4.49, -5.24], [-1.25, -5.80, -5.38], [-2.79, -5.54, -3.38], [-2.39, -3.83, -1.68], [3.08, -3.49, 3.66], [2.58, -1.46, 2.93], [2.59, -1.12, 5.14], [2.71, -2.41, 5.88], [2.57, -2.54, 7.27], [2.82, -3.77, 7.91], [3.24, -4.89, 7.18], [3.25, -4.83, 5.81], [3.00, -3.59, 5.18], [4.07, -3.71, 3.19], [2.36, -4.17, 3.16], [1.68, -0.54, 5.31], [3.39, -0.38, 5.31], [2.37, -1.72, 7.95], [2.85, -3.86, 8.99], [3.57, -5.81, 7.66], [3.39, -5.70, 5.19], [-3.42, 4.85, -4.93], [-2.74, 3.77, -3.73], [-1.41, 3.83, -3.34], [-0.91, 2.83, -2.48], [-1.70, 1.89, -1.98], [-3.01, 1.95, -2.30], [-3.60, 2.84, -3.15], [-2.57, 4.33, -6.35], [-3.31, 3.84, -7.42], [-2.63, 3.54, -8.59], [-1.32, 3.70, -8.72], [-0.65, 4.22, -7.72], [-1.20, 4.56, -6.48], [-0.86, 4.74, -3.61], [0.10, 2.78, -2.14], [-3.64, 1.26, -1.77], [-4.70, 2.91, -3.28], [-4.38, 3.63, -7.33], [-3.14, 3.18, -9.49], [0.41, 4.43, -7.85], [-0.60, 4.97, -5.64]],
  "mulliken_charge": [0.800, -0.681, 0.300, -0.568, -0.344, -0.601, -0.607, 0.423, 0.346, -0.591, -0.594, 0.067, -0.928, 1.009, -0.669, -0.448, -0.322, -0.502, -0.167, -0.483, 0.651, 0.317, 0.333, 0.366, 0.403, 0.070, 0.257, 0.345, 0.306, 0.434, -0.682, 0.094, -0.407, -0.504, -0.382, -0.747, 0.354, 0.222, -0.330, -0.642, -0.001, -0.634, 0.744, -0.624, -0.394, -0.509, -0.277, -0.110, 0.658, 0.402, 0.296, 0.349, 0.506, 0.217, 0.237, 0.397, 0.325, 0.495, -1.298, 0.310, -1.213, 0.426, -0.543, -0.567, -0.355, -0.677, 0.825, 0.344, 0.399, 0.451, 0.391, 0.399, 0.358, 0.335, 0.417, -0.299, 0.431, -0.514, -0.594, 0.081, -0.619, -0.424, 0.550, -0.244, -0.312, -0.608, -0.422, -0.054, 0.487, 0.514, 0.485, 0.347, 0.348, 0.326, 0.336, 0.211]
}

No. 2
{
  "formula": "C5H3NO",
  "method": "ωB97M-V with the def2-TZVPD basis set",
  "gap_ha": [0.275, 0.271],
  "relative_energy_kcal_mol": 47.9,
  "s2": 2.04,
  "energy_ev": -8762.9403,
  "spin_multiplicity": 3,
  "homo_ev": [-7.1827, -9.7267],
  "lumo_ev": [0.30, -2.36],
  "elements": ["C", "C", "C", "C", "C", "N", "O", "H", "H", "H"],
  "coordinates": [[0.68, 0.19, -0.98], [0.53, -0.78, 1.28], [-0.41, 1.06, -0.52], [0.72, -0.80, -0.07], [-0.80, -0.61, 0.74], [-1.14, 0.74, 0.48], [-1.13, -1.52, -0.02], [1.04, 0.21, -1.99], [1.13, -0.48, 2.11], [-0.62, 1.99, -1.04]],
  "mulliken_spin": [0.478, 0.576, 0.048, 0.304, 0.013, 0.188, 0.357, 0.025, 0.003, 0.007]
}

No. 3
{
  "formula": "C50H63F48N2O15S2",
  "method": "ωB97M-V with the def2-TZVPD basis set",
  "gap_ha": 0.273,
  "charge": 1,
  "energy_ev": -238656.8821,
  "homo_ev": -12.2895,
  "lumo_ev": -4.86,
  "elements": ["C", "C", "C", "O", "O", "C", "C", "C", "C", "C", "C", "C", "C", "S", "O", "O", "O", "O", "C", "C", "C", "C", "C", "S", "O", "O", "O", "C", "N", "N", "C", "C", "C", "H", "H", "H", "H", "H", "H", "H", "H", "H", "H", "H", "H", "H", "H", "H", "H", "H", "H", "H", "H", "H", "H", "H", "H", "H", "H", "H", "H", "H", "H", "H", "H", "H", "H", "H", "H", "H", "H", "H", "C", "C", "C", "F", "F", "F", "F", "O", "C", "C", "F", "F", "F", "F", "H", "H", "H", "H", "C", "C", "C", "F", "F", "F", "F", "O", "C", "C", "F", "F", "F", "F", "H", "H", "H", "H", "C", "C", "C", "F", "F", "F", "F", "O", "C", "C", "F", "F", "F", "F", "H", "H", "H", "H", "C", "C", "C", "F", "F", "F", "F", "O", "C", "C", "F", "F", "F", "F", "H", "H", "H", "H", "C", "C", "C", "F", "F", "F", "F", "O", "C", "C", "F", "F", "F", "F", "H", "H", "H", "H", "C", "C", "C", "F", "F", "F", "F", "O", "C", "C", "F", "F", "F", "F", "H", "H", "H", "H"],
  "coordinates": [[-2.15, -1.47, -8.65], [-0.99, -1.27, -7.53], [-0.34, -2.66, -7.09], [-0.30, -3.56, -7.97], [0.23, -2.95, -5.81], [-0.78, -2.81, -4.77], [-0.26, -3.07, -3.29], [0.85, -2.06, -2.73], [2.38, -2.56, -3.01], [3.09, -3.09, -1.65], [3.26, -1.95, -0.54], [4.76, -1.42, -0.32], [4.87, 0.05, -1.01], [4.95, 1.44, 0.21], [6.38, 1.91, 0.46], [4.28, 1.16, 1.52], [4.17, 2.77, -0.50], [3.24, -1.45, -3.45], [2.68, -1.05, -4.73], [3.74, -0.16, -5.58], [3.52, -0.24, -7.16], [3.78, -1.68, -7.81], [2.61, -2.07, -8.87], [2.98, -1.50, -10.60], [1.87, -2.07, -11.48], [4.28, -2.01, -11.15], [2.83, 0.17, -10.64], [1.33, -0.24, -4.43], [0.68, -0.62, -3.10], [-0.64, -0.13, -3.01], [-1.04, 0.06, -1.74], [-2.15, -0.96, -1.14], [-0.57, 1.23, -0.76], [-2.51, -0.43, -9.01], [-1.78, -2.11, -9.53], [-3.08, -1.99, -8.23], [-0.21, -0.59, -8.05], [-1.44, -0.66, -6.66], [-1.31, -1.80, -4.88], [-1.59, -3.61, -4.98], [0.22, -4.12, -3.29], [-1.17, -3.15, -2.59], [0.76, -2.10, -1.58], [2.39, -3.44, -3.74], [4.16, -3.46, -1.91], [2.48, -3.99, -1.27], [2.93, -2.42, 0.46], [2.51, -1.11, -0.76], [5.57, -2.12, -0.71], [4.87, -1.22, 0.81], [4.00, 0.27, -1.72], [5.87, 0.06, -1.59], [4.59, 3.59, -0.14], [2.54, -2.01, -5.34], [3.79, 0.90, -5.15], [4.77, -0.65, -5.37], [2.47, 0.17, -7.41], [4.28, 0.48, -7.65], [4.77, -1.73, -8.42], [3.85, -2.54, -7.05], [2.40, -3.19, -8.86], [1.67, -1.51, -8.53], [3.07, 0.56, -9.77], [0.55, -0.39, -5.27], [1.59, 0.88, -4.45], [1.23, -0.08, -2.39], [-1.64, -1.89, -0.71], [-2.84, -0.45, -0.38], [-2.77, -1.30, -2.05], [-1.23, 1.22, 0.17], [0.50, 0.98, -0.38], [-0.48, 2.26, -1.26], [-8.12, -1.19, -4.25], [-8.33, -1.04, -2.73], [-7.26, -0.27, -1.96], [-6.03, -0.81, -2.07], [-7.54, -0.24, -0.64], [-8.53, -2.27, -2.19], [-9.51, -0.38, -2.56], [-7.51, -2.40, -4.72], [-6.10, -2.48, -4.67], [-5.59, -3.52, -3.66], [-6.10, -3.32, -2.43], [-4.24, -3.47, -3.55], [-5.59, -1.25, -4.47], [-5.70, -2.85, -5.92], [-9.12, -1.22, -4.69], [-7.65, -0.31, -4.69], [-7.20, 0.77, -2.31], [-5.88, -4.53, -3.97], [-9.30, -0.96, 1.71], [-9.60, -2.47, 1.82], [-11.08, -2.87, 1.90], [-11.72, -2.33, 2.95], [-11.20, -4.22, 2.02], [-8.90, -2.99, 2.86], [-9.08, -3.05, 0.69], [-8.99, -0.27, 2.94], [-10.07, 0.16, 3.74], [-10.16, -0.59, 5.08], [-10.19, -1.93, 4.91], [-11.28, -0.25, 5.75], [-11.21, 0.09, 3.02], [-9.87, 1.47, 3.98], [-8.38, -0.88, 1.13], [-10.05, -0.43, 1.12], [-11.61, -2.57, 0.99], [-9.29, -0.36, 5.70], [-9.72, -3.65, 8.63], [-9.81, -4.37, 9.99], [-10.83, -3.82, 10.98], [-10.63, -2.53, 11.31], [-10.79, -4.52, 12.15], [-8.57, -4.42, 10.54], [-10.16, -5.66, 9.72], [-8.70, -2.64, 8.47], [-8.98, -1.34, 8.96], [-8.11, -0.95, 10.16], [-8.19, -1.86, 11.16], [-8.51, 0.24, 10.68], [-10.30, -1.24, 9.20], [-8.73, -0.49, 7.94], [-9.43, -4.41, 7.90], [-10.69, -3.29, 8.28], [-11.85, -3.91, 10.59], [-7.07, -0.87, 9.87], [-1.64, -3.67, 8.86], [-1.90, -3.15, 7.43], [-2.16, -1.65, 7.29], [-3.22, -1.22, 7.99], [-2.40, -1.33, 5.99], [-2.90, -3.87, 6.88], [-0.78, -3.44, 6.70], [-2.76, -4.22, 9.58], [-3.63, -3.31, 10.24], [-5.03, -3.27, 9.61], [-4.99, -3.01, 8.29], [-5.78, -2.30, 10.18], [-3.04, -2.11, 10.30], [-3.73, -3.75, 11.51], [-0.96, -4.52, 8.75], [-1.09, -2.95, 9.47], [-1.28, -1.07, 7.61], [-5.54, -4.23, 9.74], [8.82, 3.70, -0.91], [10.18, 3.05, -0.57], [11.39, 4.00, -0.49], [11.62, 4.66, -1.64], [12.52, 3.30, -0.22], [10.41, 2.03, -1.43], [10.04, 2.47, 0.66], [8.41, 3.67, -2.29], [8.93, 4.66, -3.15], [9.88, 4.09, -4.22], [10.89, 3.37, -3.67], [10.46, 5.09, -4.93], [9.48, 5.64, -2.41], [7.86, 5.22, -3.77], [8.07, 3.10, -0.40], [8.72, 4.70, -0.48], [11.25, 4.74, 0.31], [9.34, 3.44, -4.91], [14.26, 8.69, 1.75], [14.33, 10.10, 1.11], [13.26, 11.10, 1.55], [12.00, 10.69, 1.29], [13.41, 12.28, 0.89], [14.36, 9.97, -0.23], [15.54, 10.63, 1.46], [13.59, 7.66, 1.01], [12.18, 7.60, 1.10], [11.48, 7.94, -0.23], [11.86, 9.14, -0.71], [10.13, 8.00, -0.06], [11.77, 8.36, 2.13], [11.88, 6.32, 1.44], [15.29, 8.34, 1.81], [13.91, 8.73, 2.79], [13.33, 11.31, 2.62], [11.70, 7.19, -0.99]],
  "mulliken_charge": [-1.241, 0.091, 0.557, -0.573, -0.278, -0.597, -1.108, 0.025, -0.382, -1.110, 0.068, -0.742, -0.503, 1.233, -0.629, -0.627, -0.547, -0.311, 1.109, -1.207, -0.606, -0.500, -0.201, 1.237, -0.608, -0.587, -0.474, -0.683, 0.720, -0.947, 0.716, -0.891, -0.915, 0.361, 0.312, 0.263, 0.115, 0.316, 0.191, 0.477, 0.522, 0.370, 0.480, 0.494, 0.498, 0.272, 0.522, -0.304, 0.377, 0.339, 0.077, 0.400, 0.363, -0.124, 0.454, 0.227, 0.349, 0.373, 0.470, 0.280, 0.428, -0.378, 0.386, -0.150, 0.594, 0.446, 0.182, 0.498, 0.122, 0.356, 0.179, 0.335, -0.769, 0.933, 0.067, -0.195, -0.254, -0.243, -0.345, -0.403, 0.770, 0.157, -0.195, -0.145, -0.302, -0.311, 0.397, 0.339, 0.257, 0.189, -0.599, 0.971, 0.042, -0.203, -0.278, -0.280, -0.307, -0.419, 0.713, 0.423, -0.250, -0.281, -0.290, -0.292, 0.346, 0.384, 0.269, 0.107, -0.694, 0.886, 0.024, -0.198, -0.280, -0.244, -0.333, -0.369, 0.762, 0.358, -0.235, -0.293, -0.295, -0.306, 0.426, 0.351, 0.298, 0.190, -0.714, 0.893, 0.076, -0.175, -0.283, -0.261, -0.332, -0.400, 0.700, 0.363, -0.269, -0.297, -0.270, -0.284, 0.406, 0.329, 0.258, 0.205, -0.391, 0.754, 0.504, -0.210, -0.315, -0.305, -0.333, -0.415, 0.802, 0.197, -0.204, -0.265, -0.270, -0.303, 0.151, 0.385, 0.092, 0.238, -0.729, 0.875, 0.110, -0.204, -0.276, -0.268, -0.324, -0.353, 0.687, 0.368, -0.229, -0.283, -0.302, -0.322, 0.410, 0.317, 0.275, 0.182]
}

No. 4
{
  "formula": "C11H10ClNO2STi",
  "method": "ωB97M-V with the def2-TZVPD basis set",
  "gap_ha": [0.232, 0.231],
  "charge": 2,
  "energy_ev": -63609.0882,
  "homo_ev": [-16.8536, -16.8512],
  "lumo_ev": [-10.55, -10.56],
  "elements": ["Cl", "C", "C", "C", "H", "C", "C", "H", "H", "H", "C", "Ti", "C", "O", "C", "O", "H", "H", "H", "S", "C", "C", "N", "C", "H", "H", "H"],
  "coordinates": [[-1.74, 2.38, -1.12], [-0.93, -1.86, -1.11], [0.47, -2.07, -0.88], [1.20, -1.12, -1.65], [0.90, -2.89, -0.30], [0.25, -0.30, -2.36], [-1.07, -0.76, -2.01], [-1.99, -0.39, -2.45], [-1.73, -2.48, -0.72], [2.29, -1.03, -1.72], [0.58, 0.79, -3.31], [-0.06, 0.04, -0.12], [1.59, 1.11, 0.44], [2.53, 1.70, 0.82], [-1.71, 1.34, 0.44], [-2.42, 1.54, 1.38], [1.51, 1.30, -3.05], [-0.22, 1.54, -3.34], [0.69, 0.39, -4.34], [-1.90, -2.37, 3.32], [-0.14, -2.38, 3.52], [0.48, -1.59, 2.58], [-0.43, -0.96, 1.72], [-1.71, -1.28, 2.01], [0.35, -2.96, 4.29], [1.54, -1.41, 2.45], [-2.57, -0.87, 1.48]],
  "mulliken_charge": [-0.130, -0.459, -0.251, -0.838, 0.579, 0.909, -0.459, 0.535, 0.610, 0.602, -1.279, 0.017, 0.483, -0.062, 0.609, -0.331, 0.354, 0.312, 0.348, 0.032, -0.390, -0.431, 0.149, -0.105, 0.452, 0.388, 0.355]
}